Entry 1:
A single C2H4N2OS2 molecule, computed with ωB97M-V/def2-TZVPD.

Output
SMILES: NNC(=O)C(=S)S
Maximum force (hartree/bohr): 0.023
LUMO level (eV): -1.09
Energy above the lowest of the compared OMol25 structures with the same formula, charge and spin (kcal/mol): 26.9
Highest occupied orbital energy (eV): -9.11

XYZ file:
```
11
Properties=species:S:1:pos:R:3:lowdin_charge:R:1
N -2.48462 0.36820 0.61142 0.0203
N -1.81286 -0.71461 0.02212 -0.0213
C -0.50481 -0.92838 -0.22224 -0.5880
O -0.10616 -2.01329 -0.59136 0.0219
C 0.48556 0.23318 -0.06052 -1.1002
S 0.17645 1.79583 -0.38078 0.6908
S 2.07983 -0.29318 0.39941 0.8165
H -2.06070 0.61223 1.49712 0.0795
H -2.35878 1.17290 0.02845 0.0240
H -2.42222 -1.52897 -0.13049 0.1600
H 1.78831 -1.59629 0.29943 -0.1035
```



Entry 2:
A molecular structure, C2H4N2P2, computed with ωB97M-V/def2-TZVPD.

Output
Maximum force (hartree/bohr): 0.106
LUMO level (eV): 0.34
Energy above the lowest of the compared OMol25 structures with the same formula, charge and spin (kcal/mol): 59.7
Highest occupied orbital energy (eV): -8.45

XYZ file:
```
10
Properties=species:S:1:pos:R:3:lowdin_charge:R:1
C -0.57789 1.35967 -0.03922 -0.0610
C 0.47474 -0.32939 0.03683 -0.7813
N -1.72789 0.94527 0.09415 -0.1404
N -2.01585 -0.28676 0.28529 -0.3174
P -0.75558 -1.49990 0.22398 0.8367
P 2.17116 -0.86670 0.13971 0.6512
H -0.10379 2.31478 0.20388 0.0797
H -2.92240 -0.57908 0.43146 0.0457
H 2.88335 0.15661 -0.21180 -0.1951
H 2.57415 -1.21449 -1.16427 -0.1181
```



Entry 3:
2 unconnected molecules or ions with the total composition C2H4N2S, computed with ωB97M-V/def2-TZVPD.

Output
SMILES: [H]/N=C\C#N.S
Maximum force (hartree/bohr): 0.018
LUMO level (eV): -0.07
Energy above the lowest of the compared OMol25 structures with the same formula, charge and spin (kcal/mol): 23.9
Highest occupied orbital energy (eV): -10.01

XYZ file:
```
9
Properties=species:S:1:pos:R:3:lowdin_charge:R:1
H 2.50768 1.52981 0.57345 0.0678
N 1.78125 1.57949 -0.14071 0.1242
C 1.29758 0.48236 -0.51507 -0.2589
C 1.66096 -0.81662 -0.04733 -0.2020
N 1.98452 -1.83603 0.36480 0.1618
H 0.52259 0.50349 -1.27788 0.1021
S -3.21964 -0.33407 -0.24932 0.4719
H -2.99748 -1.44367 0.43953 -0.2345
H -3.53745 0.33524 0.85252 -0.2324
```



Entry 4:
A single C2H4N2S molecule, computed with ωB97M-V/def2-TZVPD.

Output
Maximum force (hartree/bohr): 0.115
LUMO level (spin up / spin down) (eV): 0.04 / -0.20
Energy above the lowest of the compared OMol25 structures with the same formula, charge and spin (kcal/mol): 109.0
Highest occupied orbital energy (spin up / spin down) (eV): -8.46 / -9.45

XYZ file:
```
9
Properties=species:S:1:pos:R:3:lowdin_charge:R:1
C -0.14547 -0.33362 0.06671 -0.2908
C 0.27362 0.52141 -1.20166 -0.5038
N 1.15851 -0.86314 0.42908 0.0244
N 1.83755 0.62840 -0.99602 -0.3388
S 1.45316 -0.19298 -2.32188 0.8525
H -0.58730 0.44461 0.67296 0.0966
H -0.82678 -1.09315 -0.11698 0.0694
H -0.34363 1.22204 -1.57629 0.0342
H 1.65453 -0.39659 1.20729 0.0563
```



Entry 5:
2 unconnected molecules or ions with the total composition C2H4N2S, computed with ωB97M-V/def2-TZVPD.

Output
Spin multiplicity: 3
Maximum force (hartree/bohr): 0.064
LUMO level (spin up / spin down) (eV): 0.58 / -2.47
Energy above the lowest of the compared OMol25 structures with the same formula, charge and spin (kcal/mol): 20.3
Highest occupied orbital energy (spin up / spin down) (eV): -7.08 / -9.53
Expectation value of S²: 2.01

XYZ file:
```
9
Properties=species:S:1:pos:R:3:mulliken_spin:R:1
C 0.03057 1.80978 0.16827 -0.0397
C -0.18181 0.49472 0.52523 0.5362
N 0.23657 2.89498 -0.13125 0.2354
N -1.01221 -0.19593 -0.26295 0.2779
S 2.20650 -0.53362 -0.04445 1.0180
H 0.04913 0.20986 1.47444 0.0098
H -1.37337 0.32232 -0.97355 -0.0041
H -1.39063 -1.09848 0.01157 -0.0092
H 2.35544 -0.32672 -1.48760 -0.0242
```



Entry 6:
A single C2H4N2S2 molecule, computed with ωB97M-V/def2-TZVPD.

Output
SMILES: SN1CN=CS1
Maximum force (hartree/bohr): 0.080
LUMO level (eV): 0.41
Energy above the lowest of the compared OMol25 structures with the same formula, charge and spin (kcal/mol): 68.7
Highest occupied orbital energy (eV): -8.56

XYZ file:
```
10
Properties=species:S:1:pos:R:3:lowdin_charge:R:1
S -1.80319 1.15591 0.43732 0.7401
N -0.25357 0.43151 0.76395 -0.8607
C -0.23930 -0.95901 0.23634 -0.3588
N 0.69029 -1.06508 -0.86976 -0.0101
C 1.32438 -0.01857 -1.15028 -0.2929
S 1.14496 1.35337 0.29991 0.7577
H -1.62920 1.89536 1.39924 -0.2215
H -1.23028 -1.28356 -0.12093 0.0951
H -0.03625 -1.74391 0.91180 0.0946
H 2.03218 0.23399 -1.90761 0.0565
```



Entry 7:
A single C2H4N2S2 molecule, computed with ωB97M-V/def2-TZVPD.

Output
SMILES: [H]/N=C(\N)C(=S)S
Maximum force (hartree/bohr): 0.203
LUMO level (eV): -0.96
Energy above the lowest of the compared OMol25 structures with the same formula, charge and spin (kcal/mol): 63.5
Highest occupied orbital energy (eV): -8.88

XYZ file:
```
10
Properties=species:S:1:pos:R:3:lowdin_charge:R:1
H 0.56005 -0.76765 2.93242 0.1010
N -0.06250 -0.53063 2.05138 0.0116
C 0.64806 0.00199 1.03121 -0.4748
N 1.90028 0.63723 0.82468 0.0936
C -0.19901 -0.05648 -0.30450 -1.1020
S 0.26756 1.06848 -1.56359 0.5608
S -1.47482 -1.07693 -0.30383 0.8809
H 2.45440 0.53879 1.50987 -0.0132
H 1.78408 1.46966 0.10697 0.0772
H -1.04119 -1.52466 0.83668 -0.1350
```



Entry 8:
2 unconnected molecules or ions with the total composition C2H4N2S3, computed with ωB97M-V/def2-TZVPD.

Output
Maximum force (hartree/bohr): 0.040
LUMO level (eV): -1.59
Energy above the lowest of the compared OMol25 structures with the same formula, charge and spin (kcal/mol): 71.7
Highest occupied orbital energy (eV): -8.19

XYZ file:
```
11
Properties=species:S:1:pos:R:3:lowdin_charge:R:1
C 0.44579 -0.79327 1.03655 -0.2124
C -0.81124 -0.36361 0.63440 -0.2194
N 1.22465 -1.34785 0.16441 -0.4689
N -1.92067 -0.03199 0.50036 -0.5396
S 0.76303 -1.51066 -1.43238 0.5725
S 0.67972 2.09971 -0.69916 0.4293
S -3.30847 0.55976 0.03485 0.5911
H 0.74602 -0.97695 2.04675 0.1302
H 2.07466 -1.64801 0.60060 0.1066
H 0.01934 1.00688 -1.37680 -0.1777
H 0.08718 3.00598 -1.50961 -0.2117
```